Arrangement 1

# C10H11N

A structure of composition C10H11N (the ωB97M-V functional and the def2-TZVPD basis, the Open Molecules 2025 dataset).

The orbital gap is 9.52 eV.

Last column: natural (NBO) charge in e.
Element x y z (Å)
C -2.40443 -1.54255 0.04346  -0.2150
C -3.15984 -0.39692 -0.13455  -0.2013
C -1.01415 -1.54428 0.36493  -0.2183
C -2.55567 0.84869 -0.25503  -0.2549
C -0.39802 -0.34351 0.14428  -0.0380
C -1.18419 0.74572 -0.28541  0.1453
C 0.35373 1.78747 0.85546  -0.2563
C 0.78403 0.61456 0.02300  0.0931
C 2.96586 -0.71715 0.06160  -0.6279
C 2.34880 0.21523 -0.95790  -0.3047
N -0.10000 1.62602 -0.50414  -0.4080
H -2.84469 -2.43824 0.13070  0.1947
H -4.18255 -0.59542 -0.21883  0.2099
H -0.60692 -2.40741 0.65242  0.2018
H -3.20827 1.69431 -0.39482  0.2276
H -0.28460 1.61207 1.75042  0.2153
H 1.11137 2.53780 1.01753  0.2068
H 2.27429 -1.52485 0.27038  0.2122
H 3.34620 -0.05877 0.95644  0.2170
H 3.76829 -1.17315 -0.44066  0.2048
H 2.04617 -0.13846 -1.83965  0.1890
H 2.94457 1.19885 -1.23963  0.2069

---

Arrangement 2

# C10H11N

The molecule C10H11N (the ωB97M-V functional and the def2-TZVPD basis, the Open Molecules 2025 dataset).

The orbital gap is 7.83 eV.

Last column: natural (NBO) charge in e.
Element x y z (Å)
C -3.31342 -0.96926 -0.12529  -0.3731
C -2.05582 -0.56044 0.05260  -0.1349
C -0.91162 -1.53468 0.14386  -0.2270
C 0.34921 -1.08815 0.18910  -0.1746
C 0.69415 0.32201 0.32005  0.0061
C 1.98513 0.43569 0.38634  0.1169
C 3.18105 0.05387 0.56462  -0.2406
C 4.19500 -0.06190 -0.58262  -0.6306
N -0.33169 1.22197 0.11246  -0.4235
C -1.58273 0.85859 -0.01991  0.3174
C -2.70962 1.87517 -0.07270  -0.6688
H -4.08662 -0.12398 -0.22829  0.2095
H -3.57921 -2.07636 -0.15458  0.2182
H -1.01980 -2.61832 -0.08254  0.2143
H 1.12717 -1.78633 0.36776  0.2093
H 3.65864 -0.03960 1.54750  0.2179
H 3.58079 -0.43948 -1.44456  0.2240
H 4.94530 -0.78455 -0.21604  0.2139
H 4.57900 0.94879 -0.61079  0.2293
H -3.21845 1.73394 0.87153  0.2319
H -3.24243 1.74981 -0.98025  0.2261
H -2.24404 2.88321 -0.03824  0.2382

---

arrangement 2 is favored, and the nearest alternative lies 139.4 kJ/mol above it.

---

Arrangement 1

# C5H10OS

The molecule C5H10OS (the ωB97M-V functional and the def2-TZVPD basis, the Open Molecules 2025 dataset).

The orbital gap is 9.39 eV.

Last column: natural (NBO) charge in e.
Element x y z (Å)
C 2.82071 0.81767 0.03504  -0.7240
S 1.68085 -0.52867 -0.40533  0.1454
C 0.28196 -0.06044 0.70819  -0.5513
C -1.16303 -0.18806 0.15194  0.2063
C -1.47744 -1.63213 -0.07299  -0.6221
C -1.58967 0.81617 -0.82848  -0.1190
O -2.15662 0.74372 0.52735  -0.4862
H 3.56645 0.88361 -0.62254  0.2251
H 2.85300 0.71437 1.18025  0.2307
H 2.18715 1.75595 -0.27649  0.2109
H 0.49051 -0.70872 1.59457  0.2208
H 0.58716 0.92150 1.14010  0.2329
H -1.66373 -2.21149 0.85248  0.2224
H -0.57775 -1.97189 -0.52772  0.2193
H -2.30259 -1.68577 -0.78277  0.2193
H -1.14704 1.73587 -1.12082  0.1904
H -2.38992 0.59832 -1.55276  0.1791

---

Arrangement 2

# C5H10OS

The molecule C5H10OS (the ωB97M-V functional and the def2-TZVPD basis, the Open Molecules 2025 dataset).

The orbital gap is 9.70 eV.

Last column: natural (NBO) charge in e.
Element x y z (Å)
C -0.76426 0.53241 2.16757  -0.6455
C 0.13553 0.89232 1.05496  -0.2264
C 0.13718 0.35709 -0.17759  0.2836
C 1.07121 0.80993 -1.30832  -0.5775
S 0.09947 1.65542 -2.59171  -0.0293
O -0.75456 -0.64556 -0.51367  -0.5458
C -0.16538 -1.92880 -0.50772  -0.2501
H -0.23751 0.25661 3.05902  0.2170
H -1.32934 1.42278 2.44410  0.2198
H -1.50834 -0.29173 1.92261  0.2231
H 0.80764 1.70101 1.29777  0.2022
H 1.60094 -0.11529 -1.78180  0.2203
H 1.82124 1.51608 -0.87393  0.2417
H -0.84399 0.75106 -2.66423  0.1254
H -0.97624 -2.69515 -0.68274  0.1972
H 0.34624 -2.20503 0.45225  0.1762
H 0.56016 -2.01317 -1.29656  0.1681

---

arrangement 2 is favored, and the nearest alternative lies 105.4 kJ/mol above it.

---

Arrangement 1

# C6H8OS

The molecule C6H8OS (the ωB97M-V functional and the def2-TZVPD basis, the Open Molecules 2025 dataset).

The orbital gap is 9.75 eV.

Last column: natural (NBO) charge in e.
Element x y z (Å)
C 2.15736 0.17831 -0.25827  -0.4051
C 0.86746 0.08198 -0.28063  0.0000
C 0.25612 -1.27178 -0.05982  -0.4928
C -1.25976 -1.12278 -0.02324  -0.0903
O -1.53463 -0.29588 1.16564  -0.5278
C -1.11690 1.06143 0.78149  -0.1173
C -0.31912 1.14255 -0.59653  -0.3507
S -1.60448 -0.02940 -1.36250  0.2115
H 2.86916 -0.85575 -0.42847  0.1953
H 2.70443 1.08105 -0.51819  0.2028
H 0.69484 -1.87232 0.84458  0.2388
H 0.72569 -1.87550 -0.89062  0.2383
H -1.81567 -2.01660 0.26954  0.2542
H -0.55486 1.79675 1.59269  0.1978
H -1.93929 1.81803 0.57395  0.1842
H -0.13036 2.17993 -0.80962  0.2611

---

Arrangement 2

# C6H8OS

A structure of composition C6H8OS (the ωB97M-V functional and the def2-TZVPD basis, the Open Molecules 2025 dataset).

The orbital gap is 9.58 eV.

Last column: natural (NBO) charge in e.
Element x y z (Å)
C -0.23712 -1.20392 -0.09710  0.0799
C -0.61903 -0.23160 0.92196  -0.2800
C -1.99977 0.34319 0.71364  -0.1722
C -1.95947 1.40998 -0.24124  -0.2260
C -0.60079 1.40698 -0.91742  -0.3967
C 0.23569 0.16087 -0.33616  -0.3357
H 1.37900 -1.56900 0.53556  0.4464
H -1.11656 -1.70974 -0.63063  0.2083
H -0.11847 -0.38199 1.91493  0.2403
H -2.89903 0.13463 1.25143  0.2219
H -2.96582 1.75136 -0.66590  0.2309
H 0.13716 2.38867 -0.36256  0.2069
H -0.56440 1.45779 -2.07449  0.2428
H 2.05342 0.73807 0.93216  0.1197
O 0.65789 -2.27150 0.44778  -0.7014
S 1.86966 0.25307 -0.29655  0.1148

---

Arrangement 3

# C6H8OS

A structure of composition C6H8OS (the ωB97M-V functional and the def2-TZVPD basis, the Open Molecules 2025 dataset).

The orbital gap is 8.57 eV.

Last column: natural (NBO) charge in e.
Element x y z (Å)
C -0.09932 -0.31748 0.03556  -0.2353
C -0.15262 1.04149 0.90255  -0.0762
C 0.79059 1.60315 -1.02547  0.1407
C 0.14421 0.41607 -1.26016  -0.3317
C -1.57924 -0.83442 0.15434  -0.1365
C -2.84856 -0.58757 -0.34118  -0.4265
H 0.30117 -2.55984 0.97602  0.1490
H -0.04754 0.76338 2.02765  0.2296
H -1.23188 1.48744 0.48390  0.1897
H 1.17487 2.18734 -1.75412  0.2062
H -0.13874 -0.23740 -2.04778  0.2316
H -1.55211 -1.89300 0.86764  0.1778
H -3.65673 -1.18940 -0.22494  0.2091
H -2.83003 -0.04857 -1.27685  0.1965
O 0.85248 1.76726 0.31164  -0.4956
S 1.47692 -1.28597 0.47885  -0.0284

---

arrangement 1 is favored, and the nearest alternative lies 59.3 kJ/mol above it.

---

Arrangement 1

# C3H3N5O

The molecule C3H3N5O (the ωB97M-V functional and the def2-TZVPD basis, the Open Molecules 2025 dataset).

The orbital gap is 10.58 eV.

Last column: natural (NBO) charge in e.
Element x y z (Å)
N -2.56274 1.41705 -0.24026  -0.2488
C -2.04628 0.35534 -0.16801  0.2099
C -1.41354 -0.93461 -0.38466  -0.1923
O -0.46628 -1.35560 0.62710  -0.3041
N 0.65923 -0.59347 0.48279  0.0464
C 0.78791 0.67927 0.93192  0.1433
N 1.64298 1.28458 0.11817  -0.2662
N 1.99101 0.41770 -0.78343  -0.0423
N 1.51982 -0.82933 -0.61463  -0.0890
H -2.19168 -1.72956 -0.39791  0.2560
H -0.87685 -0.79282 -1.32824  0.2510
H 0.07815 0.89144 1.69538  0.2360

---

Arrangement 2

# C3H3N5O

The molecule C3H3N5O (the ωB97M-V functional and the def2-TZVPD basis, the Open Molecules 2025 dataset).

The orbital gap is 8.86 eV.

Last column: natural (NBO) charge in e.
Element x y z (Å)
C -1.65157 0.46016 -0.07321  0.1968
N -1.62509 -0.80266 -0.00763  -0.2621
N -0.44134 -1.46271 -0.05195  -0.4412
C 0.73873 -0.75426 -0.11402  0.2379
N 1.93845 -1.20286 -0.06516  -0.1231
O 2.70941 -0.07047 -0.04786  -0.1641
N 1.91298 1.07062 0.02281  -0.1267
C 0.70823 0.65587 -0.02993  0.2544
N -0.52878 1.29369 -0.12463  -0.6219
H -2.64167 0.95862 0.00769  0.2056
H -0.58195 -2.43074 0.26956  0.4177
H -0.53739 2.28474 0.21432  0.4266

---

Arrangement 3

# C3H3N5O

The molecule C3H3N5O (the ωB97M-V functional and the def2-TZVPD basis, the Open Molecules 2025 dataset).

The orbital gap is 10.15 eV.

Last column: natural (NBO) charge in e.
Element x y z (Å)
H 2.92132 -0.99906 -0.08223  0.3661
N 1.93866 -1.32904 -0.01918  -0.6763
C 1.17108 -0.31604 -0.04869  0.6788
O 1.48333 1.03173 -0.04285  -0.3303
N 0.27508 1.75840 -0.17977  -0.2929
C -0.76810 0.83670 0.00933  0.4532
N -2.05879 0.82854 0.00017  -0.3160
N -2.39525 -0.50358 -0.08763  -0.2362
C -1.33923 -1.22500 -0.06476  0.1523
N -0.23901 -0.37965 0.05112  -0.4223
H 0.26817 2.58389 0.48686  0.3983
H -1.25724 -2.28688 -0.02238  0.2255

---

arrangement 3 is favored, and the nearest alternative lies 76.8 kJ/mol above it.

---

Arrangement 1

# C3H3N5O

The molecule C3H3N5O (the ωB97M-V functional and the def2-TZVPD basis, the Open Molecules 2025 dataset).

The orbital gap is 8.44 eV.

Last column: natural (NBO) charge in e.
Element x y z (Å)
H -2.33045 -0.94103 -1.85395  0.3527
N -1.73613 -1.22769 -0.85575  -0.6301
C -1.48832 -0.14645 -0.09749  0.4442
N -0.90821 -0.52097 1.12877  -0.3642
C 0.41737 -0.48779 1.21264  0.0152
C 1.14487 0.02775 -0.05801  0.5098
O 2.15127 -0.67952 -0.55477  -0.6175
N 0.80296 1.24396 -0.39617  -0.3239
N -0.21202 1.94060 0.16875  0.0873
N -1.48102 1.34346 -0.14155  -0.2296
H 0.78793 -0.76624 2.27650  0.2434
H 2.85175 0.21393 -0.82898  0.5127

---

Arrangement 2

# C3H3N5O

The molecule C3H3N5O (the ωB97M-V functional and the def2-TZVPD basis, the Open Molecules 2025 dataset).

The orbital gap is 8.36 eV.

Last column: natural (NBO) charge in e.
Element x y z (Å)
H -1.48535 -2.14058 1.43477  0.4053
N -1.48527 -1.01763 1.21854  -0.6363
C -1.19030 -0.59293 0.11415  0.4862
N -1.71148 0.74689 -0.36021  -0.4412
C -0.84320 1.66393 -0.09314  0.3069
N 0.66903 1.33297 0.03635  -0.6379
C 1.32890 0.04315 0.02079  0.6895
O 2.41041 -0.16327 0.63300  -0.5367
N 0.93174 -0.99828 -0.79228  -0.1618
N -0.36021 -1.19258 -1.11636  -0.0659
H -1.04500 2.71478 -0.10514  0.2049
H 1.16793 1.94742 0.45317  0.3869

---

arrangement 2 is favored, and the nearest alternative lies 203.9 kJ/mol above it.

---

Arrangement 1

# C26H19Cl2N6O5Rb

A structure of composition C26H19Cl2N6O5Rb (the ωB97M-V functional and the def2-TZVPD basis, the Open Molecules 2025 dataset).

Its net charge is -2. The orbital gap is 5.49 eV.

Last column: natural (NBO) charge in e.
Element x y z (Å)
Rb -0.11348 1.21018 -0.08219  0.9297
Cl 1.91109 -4.00501 5.54988  -0.0614
C 2.10896 -2.84606 4.24481  -0.0798
C 0.99332 -2.19192 3.76185  -0.2585
C 1.06152 -1.24215 2.72828  0.1469
N -0.04698 -0.49009 2.32965  -0.6663
C -1.25629 -1.02050 2.45179  0.5754
O -1.59796 -2.19274 2.72394  -0.7423
C -2.43289 -0.04926 2.23122  0.1507
C -3.71048 -0.50050 2.56220  -0.2381
C -4.79380 0.33541 2.36692  -0.1877
C -4.58306 1.59885 1.83391  -0.2750
C -3.28614 1.96265 1.51860  0.0364
N -2.23093 1.17117 1.72854  -0.4479
C 2.33936 -0.98689 2.16092  0.2221
C 3.45008 -1.66167 2.67068  -0.2745
C 3.35238 -2.58518 3.69328  -0.0842
Cl 4.80518 -3.39273 4.25312  -0.0634
N 2.47063 -0.13957 1.03410  -0.7140
C 3.53735 0.64226 0.96843  0.5705
O 4.46357 0.83735 1.78505  -0.7366
C 3.70815 1.40055 -0.35211  0.1724
C 5.00087 1.53100 -0.86515  -0.2449
C 5.18830 2.19227 -2.06245  -0.1908
C 4.08722 2.74167 -2.70954  -0.2843
C 2.84832 2.59422 -2.11555  0.0380
N 2.65411 1.93359 -0.97118  -0.4420
H 0.02776 -2.42998 4.17881  0.2488
H -3.80438 -1.50747 2.94167  0.2407
H -5.79703 0.00052 2.60790  0.1936
H -5.40040 2.27515 1.62035  0.2077
H -3.08244 2.91556 1.04102  0.2095
H 4.42423 -1.43659 2.26357  0.2346
H 5.82193 1.12048 -0.29371  0.2335
H 6.18069 2.28406 -2.49027  0.1955
H 4.18328 3.27334 -3.64724  0.2021
H 1.95830 3.01309 -2.57518  0.1981
O -3.91083 3.22381 -2.01866  -0.7560
C -3.03130 2.37527 -1.78404  0.7572
O -1.84188 2.56213 -1.41521  -0.8181
C -3.45470 0.90381 -1.92011  -0.1344
C -4.74834 0.59911 -2.33209  -0.1913
C -5.17273 -0.71947 -2.43271  -0.2442
C -4.30696 -1.75791 -2.10624  -0.2519
C -3.01526 -1.46695 -1.68859  -0.1662
C -2.59232 -0.14557 -1.60589  -0.1964
H -5.40594 1.42943 -2.55534  0.2282
H -6.18393 -0.93991 -2.75811  0.1869
H -4.63961 -2.78788 -2.16787  0.1907
H -2.33449 -2.26422 -1.41688  0.2041
H -1.58060 0.06535 -1.30110  0.2107
N 2.38939 -1.34862 -1.59514  -0.8589
C 1.74985 -0.73572 -2.63022  0.7844
N 2.45251 -0.70224 -3.83423  -0.8596
O 0.64698 -0.22059 -2.54980  -0.6733
H 3.38020 -1.49138 -1.71567  0.3664
H 2.16739 -0.99641 -0.65036  0.4513
H 3.14349 -1.41753 -3.98823  0.3673
H 1.84878 -0.51957 -4.61940  0.3886

---

Arrangement 2

# C26H19Cl2N6O5Rb

A structure of composition C26H19Cl2N6O5Rb (the ωB97M-V functional and the def2-TZVPD basis, the Open Molecules 2025 dataset).

Its net charge is -2. The orbital gap is 6.00 eV.

Last column: natural (NBO) charge in e.
Element x y z (Å)
Rb -0.64427 -0.74262 0.44209  0.9414
Cl -3.51519 6.19341 -2.07108  -0.0559
C -2.57701 5.07847 -1.10261  -0.0774
C -2.38270 3.78747 -1.56124  -0.2725
C -1.65495 2.84626 -0.84147  0.2376
N -1.60490 1.52783 -1.32897  -0.6703
C -1.08910 1.33249 -2.51058  0.5704
O -0.45758 2.11525 -3.27726  -0.7855
C -1.25819 -0.07115 -3.05754  0.1833
C -2.20539 -0.31403 -4.05359  -0.2401
C -2.30976 -1.58205 -4.58520  -0.1807
C -1.45754 -2.57840 -4.12009  -0.2919
C -0.54749 -2.24480 -3.13428  0.0383
N -0.44094 -1.02345 -2.60673  -0.4475
C -1.06434 3.22179 0.39938  0.1273
C -1.29211 4.53488 0.84827  -0.2750
C -2.02976 5.44510 0.11089  -0.0831
Cl -2.25259 7.06122 0.75024  -0.0561
N -0.26389 2.28757 1.05112  -0.6756
C 0.28793 2.55912 2.22162  0.5795
O 0.16300 3.53134 2.99874  -0.7364
C 1.28843 1.49439 2.69594  0.1601
C 1.76827 1.56521 4.00342  -0.2371
C 2.69514 0.63420 4.43169  -0.1853
C 3.13733 -0.33873 3.54351  -0.2789
C 2.61316 -0.33302 2.26261  0.0424
N 1.70851 0.55365 1.84876  -0.4590
H -2.80497 3.49390 -2.51268  0.2175
H -2.83946 0.49702 -4.38653  0.2180
H -3.04612 -1.79982 -5.35040  0.1982
H -1.50497 -3.58940 -4.50284  0.2034
H 0.13236 -2.99120 -2.73567  0.1914
H -0.86685 4.83077 1.79289  0.2679
H 1.39658 2.35925 4.63441  0.2410
H 3.07455 0.66482 5.44707  0.1957
H 3.86394 -1.08642 3.83328  0.2031
H 2.92986 -1.06201 1.52384  0.2047
O -0.51157 -3.36240 1.85849  -0.7778
C -1.68730 -3.18611 2.25087  0.7408
O -2.57053 -2.48071 1.71378  -0.7774
C -2.08335 -3.89498 3.55179  -0.1331
C -1.14745 -4.62985 4.27105  -0.1809
C -1.50330 -5.25666 5.45753  -0.2402
C -2.80420 -5.15648 5.93523  -0.2366
C -3.74470 -4.42493 5.22051  -0.2394
C -3.38315 -3.79683 4.03672  -0.1798
H -0.14362 -4.68398 3.86984  0.2344
H -0.76633 -5.82280 6.01649  0.1928
H -3.08271 -5.64225 6.86383  0.1906
H -4.75920 -4.33962 5.59391  0.1936
H -4.08464 -3.20873 3.45938  0.2360
N 1.78319 1.51152 -1.18894  -0.8565
C 2.43853 0.64394 -1.99877  0.7847
N 2.28689 0.90240 -3.35309  -0.8768
O 3.15594 -0.26849 -1.59099  -0.7203
H 1.07497 2.10287 -1.59961  0.4092
H 1.62762 1.24745 -0.22328  0.4334
H 1.39892 1.33016 -3.61085  0.4187
H 2.54312 0.09929 -3.90285  0.3721

---

arrangement 2 is favored, and the nearest alternative lies 90.0 kJ/mol above it.